[1]
The following is a quantum chemistry calculation of C24H42BN8PdS as an isolated structure, from OMol25.

Geometry (Å):
Pd: 0.38718 -0.41772 -0.24170
C: 1.27903 -1.18219 4.13723
C: 1.82014 -0.33744 2.98554
C: 3.24130 0.14533 3.27672
C: 0.91418 0.81965 2.69637
C: 0.45544 1.81890 3.57458
C: -0.31555 2.64682 2.78638
N: -0.30013 2.16862 1.53179
N: 0.44353 1.04918 1.47537
B: -1.04399 2.70944 0.29378
N: -2.08001 1.66554 -0.16917
C: -3.41933 1.74076 -0.13164
C: -3.93197 0.52737 -0.54230
C: -2.79941 -0.26427 -0.80489
N: -1.69785 0.44378 -0.58298
C: -2.71977 -1.68519 -1.27170
C: -2.62116 -1.75271 -2.79597
C: -3.89966 -2.50415 -0.75613
N: -0.06434 3.04331 -0.83391
C: 0.12286 4.25029 -1.39989
C: 1.08044 4.12115 -2.37879
C: 1.43200 2.75469 -2.34249
N: 0.73737 2.12235 -1.40855
C: 2.47055 2.05403 -3.17477
C: 2.28141 0.54275 -3.19415
C: 3.87503 2.41979 -2.68652
H: 1.91407 -2.05548 4.30275
H: 1.24751 -0.60545 5.06732
H: 0.26891 -1.52063 3.90998
H: 1.83698 -0.95135 2.08056
H: 3.26594 0.78182 4.16617
H: 3.90695 -0.70370 3.44854
H: 3.63292 0.72204 2.43781
H: 0.66504 1.92247 4.62629
H: -0.85970 3.54824 3.01621
H: -1.63027 3.71622 0.61386
H: -3.90305 2.65467 0.17202
H: -4.96863 0.24981 -0.63237
H: -1.79266 -2.09173 -0.85523
H: -3.51118 -1.32260 -3.26447
H: -1.74875 -1.19917 -3.14442
H: -2.52349 -2.78845 -3.12972
H: -4.84164 -2.15930 -1.19358
H: -3.77815 -3.55661 -1.02139
H: -3.98063 -2.42509 0.32881
H: -0.44346 5.10283 -1.06274
H: 1.46727 4.88798 -3.02960
H: 2.36530 2.43002 -4.20019
H: 2.39954 0.11299 -2.19817
H: 1.28092 0.26902 -3.53077
H: 3.01480 0.07956 -3.85901
H: 4.01855 2.05620 -1.66687
H: 4.63827 1.96319 -3.32142
H: 4.02812 3.50065 -2.68318
C: -3.21542 0.16795 4.88414
C: -4.04864 -0.74579 3.98451
N: -3.42495 -2.01431 3.65316
C: -3.74646 -3.17022 4.46611
C: -2.98576 -3.25247 5.78849
C: -2.36858 -2.01865 2.75478
C: -1.71426 -3.34220 2.44711
N: -1.91792 -1.00189 2.13419
H: -3.71593 1.13026 5.01020
H: -2.22980 0.35529 4.45633
H: -3.07364 -0.27146 5.87162
H: -4.28579 -0.22624 3.05075
H: -5.00482 -0.96834 4.46478
H: -3.56097 -4.07140 3.88365
H: -4.82285 -3.15406 4.66252
H: -1.90942 -3.21714 5.61309
H: -3.21985 -4.18271 6.31053
H: -3.24433 -2.42318 6.44685
H: -2.42489 -4.03756 1.99375
H: -1.30429 -3.81944 3.34010
H: -0.90887 -3.14675 1.74021
H: -2.39552 -0.13131 2.35545
S: 1.27729 -2.36604 -0.37070

Forces on the atoms, in the same order (eV/Å):
Pd -0.1 0.4 -0.1
C 0.0 0.0 0.0
C 0.0 0.0 0.0
C 0.0 0.0 0.0
C 0.0 0.1 -0.1
C 0.0 0.0 0.0
C 0.0 0.1 0.0
N 0.0 -0.1 0.0
N 0.1 -0.1 0.1
B -0.1 0.1 0.0
N 0.1 -0.1 0.0
C 0.0 0.1 0.0
C 0.0 -0.1 0.0
C 0.0 0.1 -0.1
N -0.1 -0.2 0.0
C 0.0 0.0 0.0
C 0.0 0.0 0.0
C 0.0 0.0 0.0
N 0.1 0.1 -0.1
C 0.0 0.0 0.0
C 0.0 0.0 0.0
C 0.0 0.0 0.0
N -0.1 0.0 0.1
C 0.0 0.0 0.0
C 0.0 0.0 0.0
C 0.0 0.0 0.0
H 0.0 0.0 0.0
H 0.0 0.0 0.0
H -0.1 0.0 0.0
H 0.0 0.0 0.0
H 0.0 0.0 0.0
H 0.0 0.0 0.0
H 0.0 0.0 0.0
H 0.0 0.0 0.0
H 0.0 0.0 0.0
H 0.0 0.0 0.0
H 0.0 0.0 0.0
H 0.0 0.0 0.0
H 0.0 0.0 0.0
H 0.0 0.0 0.0
H 0.0 0.0 0.0
H 0.0 0.0 0.0
H 0.0 0.0 0.0
H 0.0 0.0 0.0
H 0.0 0.0 0.0
H 0.0 0.0 0.0
H 0.0 0.0 0.0
H 0.0 0.0 0.0
H 0.0 0.0 0.0
H 0.0 0.0 0.0
H 0.0 0.0 0.0
H 0.0 0.0 0.0
H 0.0 0.0 0.0
H 0.0 0.0 0.0
C 0.0 0.0 0.0
C 0.0 0.0 0.0
N 0.0 0.0 0.0
C 0.0 0.0 0.0
C 0.0 0.0 0.0
C 0.1 0.0 -0.1
C 0.0 0.0 0.0
N 0.0 0.0 0.0
H 0.0 0.0 0.0
H 0.0 0.0 0.0
H 0.0 0.0 0.0
H 0.0 0.0 0.0
H 0.0 0.0 0.0
H 0.0 0.0 0.0
H 0.0 0.0 0.0
H 0.0 0.0 0.0
H 0.0 0.0 0.0
H 0.0 0.0 0.0
H 0.0 0.0 0.0
H 0.0 0.0 0.0
H 0.0 0.0 0.0
H 0.0 0.0 0.0
S 0.1 -0.4 0.0

**E_HOMO (alpha / beta)**: -3.83 / -3.75 eV
**Energy above the lowest of the compared OMol25 structures with the same formula, charge and spin**: 0.0 kcal per mole
**LUMO energy (alpha / beta)**: 2.65 / 2.65 eV
**Total charge**: -1
**Kohn-Sham gap (alpha / beta)**: 6.5 / 6.4 eV
**Energy**: -1928.82837 hartree
**Spin multiplicity**: 3

Here are the natural (NBO) charges for atoms 1 to 8, given in e: number 1, Pd, carries 0.6305; number 2, C, carries -0.5970; number 3, C, carries -0.2714; number 4, C, carries -0.5906; number 5, C, carries 0.1783; number 6, C, carries -0.3837; number 7, C, carries -0.0266; number 8, N, carries -0.3211


[2]
The following is a quantum chemistry calculation of C24H42Br18HgN2O2 as an isolated structure at a distorted geometry, from OMol25.

Geometry (Å):
Hg: -1.51014 -0.01679 1.96689
C: -2.15295 1.27059 -2.72527
C: -2.06005 0.28910 -1.51754
C: -1.66635 -1.10013 -2.05622
C: -0.19341 -1.20825 -2.58387
C: 0.66332 -0.91692 -1.37608
C: 0.39918 0.51198 -0.72341
N: -1.06969 0.64050 -0.43494
O: -1.50054 1.75724 0.46545
C: 0.97340 1.53049 -1.71434
C: 1.33875 0.55715 0.51610
C: -3.45627 0.01514 -0.98561
H: -3.16485 1.30611 -3.12887
H: -1.50548 0.98764 -3.55522
H: -1.91109 2.21156 -2.23112
H: -2.16932 -1.36973 -2.98490
H: -1.79576 -1.94011 -1.37373
H: -0.01091 -0.46134 -3.35647
H: 0.02769 -2.16904 -3.04873
H: 1.69597 -1.13482 -1.64856
H: 0.46572 -1.68136 -0.62463
H: 1.98230 1.30876 -2.06229
H: 0.92840 2.59199 -1.47084
H: 0.41250 1.51359 -2.64879
H: 1.26279 1.53872 0.98391
H: 2.38644 0.37444 0.27721
H: 1.06029 -0.20731 1.24146
H: -3.92161 0.75636 -0.33588
H: -3.42042 -0.75196 -0.21206
H: -4.14759 -0.35176 -1.74426
C: -0.71117 -0.49150 6.20037
C: -0.13311 -0.33771 4.77488
C: 1.42965 -0.27528 4.78759
C: 2.07154 -1.65049 4.82282
C: 1.53014 -2.46422 3.67345
C: -0.07475 -2.65681 3.62317
N: -0.70042 -1.31714 3.78422
O: -2.16445 -1.27800 3.77031
C: -0.52292 -3.66948 4.77001
C: -0.24923 -3.26574 2.31365
C: -0.38823 1.17178 4.31923
H: -0.14012 -1.29567 6.66440
H: -1.76942 -0.68201 6.37901
H: -0.46926 0.30410 6.90506
H: 1.72490 0.31984 5.65174
H: 1.89659 0.26460 3.96381
H: 1.97103 -2.25341 5.72531
H: 3.13567 -1.42054 4.76945
H: 1.98219 -3.45414 3.61174
H: 1.87874 -1.94297 2.78189
H: -1.59451 -3.86050 4.82748
H: -0.21721 -3.42243 5.78667
H: -0.19797 -4.69402 4.58879
H: -1.30634 -3.42636 2.10193
H: 0.18961 -4.26070 2.23913
H: 0.02233 -2.62181 1.47716
H: 0.27141 1.79455 4.92349
H: -1.42062 1.52017 4.34893
H: -0.04508 1.45159 3.32321
C: -1.00028 -1.08035 -6.04969
Br: -0.06382 0.73204 -5.92304
Br: -0.19616 -2.16407 -7.64911
Br: -2.92926 -0.65207 -6.25714
H: -0.82648 -1.64072 -5.13106
C: 2.53255 4.70299 -3.86244
Br: 2.25129 6.70003 -3.97626
Br: 4.43974 4.27427 -3.53031
Br: 1.80666 3.69175 -5.50313
H: 2.01104 4.34890 -2.97320
C: 4.25678 -0.22042 -5.04270
Br: 6.10686 -0.87314 -5.52546
Br: 4.36161 0.64767 -3.28173
Br: 2.94641 -1.71537 -5.00674
H: 3.85552 0.53281 -5.72074
C: -4.59868 3.83223 -0.07633
Br: -4.29507 3.46750 1.90727
Br: -5.29551 5.59568 -0.35268
Br: -5.87932 2.53414 -0.85067
H: -3.69501 3.76566 -0.68218
C: 1.16485 -5.01210 -2.61368
Br: 0.50123 -6.78572 -3.19774
Br: 3.03716 -4.78572 -3.16731
Br: 1.06950 -4.75189 -0.64574
H: 0.47108 -4.36978 -3.15610
C: 0.79526 5.60881 0.10154
Br: -0.62814 4.93106 -1.21551
Br: 2.61439 5.81501 -0.54872
Br: 0.83770 4.36848 1.65886
H: 0.40868 6.56441 0.45579

Forces on the atoms, in the same order (eV/Å):
Hg -0.8 0.6 -0.4
C 0.0 -0.1 1.2
C 0.3 -1.1 -0.7
C 1.9 -0.9 -2.0
C -0.9 1.1 1.3
C 0.0 -0.1 0.2
C 1.4 -0.6 -1.0
N -0.2 -1.3 0.7
O 0.6 -1.9 0.1
C -0.6 0.6 -1.3
C -1.3 0.3 0.1
C -0.3 0.1 2.1
H -0.1 0.0 0.2
H 0.2 0.4 0.3
H 0.1 0.5 -0.8
H -1.2 0.4 0.2
H -0.2 0.3 0.4
H 0.0 0.1 0.0
H -0.1 -0.3 0.2
H 0.5 0.9 0.2
H -0.3 0.0 0.3
H 0.1 -0.2 0.6
H 0.0 -0.1 0.8
H -0.2 -0.2 -0.1
H 0.0 0.0 0.1
H -0.1 0.0 -0.4
H -0.1 -0.2 0.2
H 0.1 0.8 -0.8
H 0.4 -0.8 -0.1
H 0.1 0.3 -0.1
C 1.0 -0.7 0.8
C -0.3 2.3 -0.6
C -0.6 -1.4 1.0
C 0.2 -0.1 0.4
C -0.5 0.2 0.0
C 2.1 0.3 3.4
N 1.3 1.0 -0.9
O 0.8 0.5 -1.2
C -0.2 -0.1 -0.5
C -2.3 -0.6 -2.0
C -0.5 -0.5 0.1
H -0.2 -0.5 0.0
H 0.0 -0.1 -0.9
H 0.2 0.7 -0.6
H -0.1 -0.1 0.3
H -0.6 0.0 -0.5
H -0.4 0.5 0.5
H 0.3 -0.6 -0.4
H -0.1 -0.1 0.2
H -0.4 0.0 -0.5
H -0.3 0.8 -0.3
H 0.2 0.3 -0.2
H 0.7 0.1 -0.3
H -0.4 -0.2 0.2
H 0.4 0.2 0.0
H 0.7 0.1 0.0
H -0.5 0.1 0.4
H -0.1 -0.1 0.5
H 0.3 -0.6 -0.5
C 0.3 1.1 -1.6
Br -0.5 -1.7 -0.1
Br -1.0 1.2 1.9
Br 1.3 -0.7 0.1
H 0.0 0.2 -0.3
C 0.4 0.3 -0.7
Br 0.2 -1.8 -0.3
Br -1.2 0.4 -0.4
Br 0.8 1.1 1.6
H -0.2 0.1 -0.4
C 0.3 -0.7 0.8
Br -1.6 0.6 0.1
Br 0.0 -0.5 -0.7
Br 0.9 0.9 -0.1
H 0.5 -0.3 -0.1
C -0.6 -0.5 0.6
Br -0.1 0.2 -1.9
Br 0.1 0.1 0.2
Br 0.5 0.6 0.5
H 0.1 -0.3 0.7
C 0.4 -1.0 0.3
Br 0.3 0.6 0.5
Br -1.0 0.0 0.2
Br -0.2 -0.1 -1.3
H 0.5 0.4 0.5
C -0.7 -1.1 0.3
Br 1.5 0.7 0.9
Br -0.9 -0.1 0.1
Br -0.2 0.8 -0.8
H 0.2 -0.3 -0.2

**E_HOMO**: -7.74 eV
**Energy above the lowest of the compared OMol25 structures with the same formula, charge and spin**: 66.4 kcal per mole
**LUMO energy**: -1.10 eV
**Total charge**: 0
**Kohn-Sham gap**: 6.6 eV
**Energy**: -47684.97133 hartree

Here are the Löwdin charges for atoms 1 to 8, given in e: number 1, Hg, carries 1.2805; number 2, C, carries -0.0161; number 3, C, carries -0.4787; number 4, C, carries -0.1294; number 5, C, carries -0.2015; number 6, C, carries -0.1493; number 7, C, carries -0.4475; number 8, N, carries -0.1813


[3]
The following is a quantum chemistry calculation of C24H42Cl3MgN4O3Si as an isolated structure at a distorted geometry, from OMol25.

Geometry (Å):
C: -5.01280 -1.58081 -1.86496
C: -3.81806 -0.73011 -2.12760
H: -5.52813 -1.66729 -2.84307
H: -5.75738 -1.15135 -1.18765
H: -4.57518 -2.51162 -1.48933
C: -3.91691 0.46238 -2.71720
C: -4.83158 0.64298 -3.87763
H: -3.04368 1.13706 -2.61943
H: -5.81517 1.13464 -3.70617
H: -5.05759 -0.24904 -4.47828
H: -4.29982 1.36512 -4.53040
Mg: 1.52586 0.27316 2.03021
Cl: 1.59239 -2.29590 2.35457
Cl: -0.82552 0.55419 3.51288
C: 2.75889 -0.98924 -0.26597
O: 2.62735 0.01271 0.45526
N: 3.46981 -0.99381 -1.40251
C: 4.02775 0.21423 -1.99471
C: 3.71433 -2.24811 -2.10698
H: 2.36168 -2.01620 -0.04734
H: 4.09736 1.04454 -1.27255
H: 3.42583 0.51516 -2.86671
H: 5.01504 -0.08397 -2.37209
H: 3.51479 -3.06826 -1.40187
H: 4.75619 -2.25010 -2.44348
H: 3.06578 -2.33928 -2.98677
H: -1.84390 3.13105 0.68024
H: -0.72747 3.47956 -1.73324
C: -0.95801 3.68212 1.04147
C: 0.08913 3.96501 -1.17796
N: 0.18551 3.45301 0.16983
H: -0.64990 3.36015 2.04455
C: 1.30698 2.84791 0.62353
O: 1.43603 2.32413 1.75896
H: 1.05160 3.81654 -1.67750
H: 2.12577 2.79892 -0.10912
H: -1.22967 4.74796 1.01744
H: -0.17065 5.04134 -1.16534
O: -2.92775 -0.47654 -0.15972
C: -2.57488 -1.13238 -1.34690
C: -0.78307 0.42898 -2.28597
C: -1.23387 -0.88579 -2.16960
H: -1.24817 1.22158 -1.72181
C: 0.30566 0.77006 -3.07159
H: -2.67670 -2.24146 -1.32837
C: -0.52834 -1.90300 -2.84651
H: 0.55537 1.83073 -3.16784
C: 1.02829 -0.21755 -3.73310
C: 0.59426 -1.53473 -3.62807
H: -0.70173 -2.98536 -2.77090
H: 1.86761 0.08031 -4.35467
H: 1.17046 -2.26861 -4.19715
Si: -2.74399 -0.50117 1.55748
Cl: -0.14515 0.01735 0.37689
C: -3.28555 1.20025 2.24126
C: -2.01692 -1.85693 2.76617
C: -4.46549 -1.35288 1.50938
H: -2.60060 2.00795 2.08970
H: -3.60679 1.22554 3.32424
H: -4.19259 1.38223 1.64817
H: -5.07435 -0.59303 0.94522
H: -4.94501 -1.62767 2.45792
H: -4.24196 -2.23069 0.89205
H: -0.93945 -2.06368 2.64880
H: -2.54712 -2.79089 2.52043
H: -2.18002 -1.74525 3.86092
C: 6.28154 -1.05417 3.81958
N: 4.89890 -0.65128 3.96124
C: 4.08353 -0.87594 5.07204
C: 2.83229 -0.37632 4.73028
N: 2.91504 0.13561 3.43145
C: 4.16972 0.01590 3.02059
H: 6.93976 -0.37764 4.36858
H: 6.44281 -2.07501 4.18863
H: 6.53593 -1.00237 2.75359
H: 4.41507 -1.32523 5.98507
H: 1.91849 -0.35531 5.28963
H: 4.61811 0.35558 2.09977

Forces on the atoms, in the same order (eV/Å):
C 0.1 -0.4 -1.5
C 0.2 1.2 0.5
H 0.0 -0.7 0.4
H 0.5 0.0 0.2
H -1.1 -0.2 -0.1
C 1.3 -1.0 -0.7
C -0.9 2.0 -0.7
H -0.8 -0.4 -0.5
H 0.4 -0.2 0.2
H 0.3 0.0 0.4
H -0.4 -0.4 -0.1
Mg -2.8 -0.6 0.5
Cl 0.3 -0.3 0.0
Cl 1.9 1.0 1.0
C 0.1 -0.4 0.1
O 1.5 -0.7 -1.5
N 0.0 0.4 0.0
C 0.1 -0.3 -0.2
C -0.3 0.3 0.2
H 0.0 1.1 0.5
H -0.1 -0.6 -0.3
H 0.1 0.0 0.4
H 0.0 0.5 0.1
H 0.2 0.1 -0.4
H -0.1 -0.2 0.2
H 0.1 0.0 0.2
H 0.5 0.0 0.2
H 0.3 -0.1 0.1
C 0.0 -0.2 0.0
C -0.1 0.3 0.0
N 0.8 0.0 0.4
H -0.5 0.0 -0.2
C -0.9 -0.8 1.1
O 0.1 1.5 -1.8
H -0.3 0.0 -0.1
H -0.2 0.0 -0.1
H 0.3 -0.1 0.1
H 0.3 -0.3 0.1
O 2.2 0.3 0.2
C -0.4 -0.4 -0.8
C 0.4 0.1 -0.6
C -0.9 -0.2 0.8
H -0.3 -0.2 0.1
C -0.2 0.2 0.1
H 0.5 0.3 0.7
C 0.6 0.7 -0.1
H 0.2 -0.4 0.0
C -0.6 0.1 0.0
C 0.1 0.0 0.0
H -0.5 0.6 0.2
H 0.0 -0.3 0.0
H -0.4 -0.1 0.3
Si -1.4 -1.3 1.7
Cl -0.5 0.1 0.3
C -0.9 -0.3 -0.1
C 0.6 -0.7 -0.8
C -0.5 1.0 0.0
H 0.3 0.2 0.1
H 0.6 -0.5 -1.1
H -0.1 0.3 0.0
H 0.1 -1.1 0.5
H 0.1 0.0 -0.2
H -0.5 0.0 0.1
H -0.5 0.2 0.0
H 0.0 0.0 -0.2
H -0.1 0.7 -0.9
C 0.1 0.1 -0.1
N -0.3 0.2 0.4
C -1.3 0.9 -1.3
C 2.0 -0.1 -1.1
N 1.6 0.6 1.4
C -0.5 -1.0 1.7
H 0.0 0.0 0.0
H -0.2 0.3 -0.2
H 0.0 -0.1 0.3
H 0.2 -0.2 0.0
H -0.2 -0.1 -0.1
H -0.3 -0.1 -0.1

**E_HOMO**: -4.05 eV
**Energy above the lowest of the compared OMol25 structures with the same formula, charge and spin**: 81.9 kcal per mole
**LUMO energy**: 2.04 eV
**Total charge**: -1
**Kohn-Sham gap**: 6.1 eV
**Energy**: -3254.80082 hartree

Here are the Löwdin charges for atoms 1 to 8, given in e: number 1, C, carries -0.0437; number 2, C, carries -0.2615; number 3, H, carries 0.0743; number 4, H, carries 0.0841; number 5, H, carries 0.0742; number 6, C, carries -0.1148; number 7, C, carries -0.1277; number 8, H, carries 0.0952